w | This record from the OMol25 dataset describes 5 unconnected molecules or ions with the total composition CH14NO4. The level of theory is the ωB97M-V functional and the def2-TZVPD basis.

Calculated values
spin multiplicity	2
highest occupied orbital energy (alpha / beta)	-2.51 / -11.15	eV

Last column: Mulliken spin population.
Geometry (Å):
C 0.23 0.82 -1.39  1.111
N 0.14 0.19 -0.02  0.221
H -0.52 0.27 -1.95  -0.104
H 1.21 0.67 -1.81  -0.206
H 0.03 1.89 -1.33  0.002
H -0.78 0.44 0.37  -0.149
H 0.24 -0.82 -0.25  -0.178
H 0.88 0.32 0.67  -0.207
H -2.77 -1.42 3.98  -0.042
H -2.20 -0.52 5.13  -0.033
O -1.98 -1.01 4.34  0.154
H 0.98 1.26 -5.38  -0.002
H 1.89 2.53 -5.34  0.006
O 1.28 1.99 -4.82  -0.017
H 1.08 -2.93 -0.54  -0.146
H 2.54 -2.91 -0.74  -0.124
O 1.82 -2.29 -0.51  0.553
H -1.45 -0.12 2.97  -0.139
H -1.86 1.33 2.41  -0.144
O -1.33 0.54 2.25  0.443


x | This record from the OMol25 dataset describes 5 unconnected molecules or ions with the total composition CH14NO4. The level of theory is the ωB97M-V functional and the def2-TZVPD basis.

Calculated values
spin multiplicity	2
highest occupied orbital energy (alpha / beta)	-2.29 / -11.61	eV

Last column: Mulliken spin population.
Geometry (Å):
C -1.47 -1.37 -0.37  1.005
N -0.56 -0.31 0.15  0.740
H -2.19 -0.95 -1.06  -0.253
H -0.87 -2.17 -0.79  -0.197
H -2.02 -1.81 0.45  -0.115
H -1.14 0.51 0.37  -0.096
H 0.35 0.02 -0.24  -0.426
H -0.34 -0.58 1.13  -0.150
H 4.90 -0.36 -0.56  -0.030
H 5.30 1.07 -0.95  -0.008
O 4.70 0.57 -0.35  0.069
H -2.88 2.55 -0.80  -0.084
H -2.76 1.43 -1.77  -0.046
O -2.33 1.74 -0.94  0.218
H -1.07 -0.54 3.85  -0.163
H -1.79 -1.61 2.96  -0.069
O -1.43 -0.70 2.95  0.415
H 2.53 0.48 -1.63  -0.119
H 1.40 1.48 -1.22  -0.063
O 1.68 0.55 -1.18  0.370


Which of them is most stable? Easy: w.


w | This record from the OMol25 dataset describes a gas-phase ion, C3H10N3S (charge +1). The level of theory is the ωB97M-V functional and the def2-TZVPD basis.

Calculated values
net charge	+1
structure (SMILES)	CCN(S)C(N)=[NH2+]
highest occupied orbital energy	-13.48	eV

Last column: natural (NBO) charge in e.
Geometry (Å):
C 0.03 -1.70 -1.36  -0.653
C 0.00 -1.56 0.17  -0.238
N 0.40 -0.25 0.74  -0.565
S 0.01 -0.19 2.39  0.219
C -0.06 1.16 0.11  0.684
N -0.31 1.35 -1.13  -0.765
N 0.04 2.21 0.88  -0.751
H 0.93 -1.22 -1.67  0.227
H -0.16 -2.84 -1.57  0.278
H -0.85 -1.24 -1.87  0.204
H -0.99 -1.84 0.69  0.206
H 0.78 -2.25 0.72  0.248
H 1.12 0.41 3.00  0.139
H -0.33 0.54 -1.76  0.438
H -0.64 2.21 -1.68  0.453
H -0.11 3.09 0.41  0.423
H 0.15 2.12 1.92  0.452


x | This record from the OMol25 dataset describes a gas-phase ion, C3H10N3S (charge +1). The level of theory is the ωB97M-V functional and the def2-TZVPD basis.

Calculated values
net charge	+1
highest occupied orbital energy	-13.09	eV

Last column: natural (NBO) charge in e.
Geometry (Å):
C 0.37 -1.03 -0.93  -0.107
C -0.12 -0.50 1.46  -0.007
C -2.23 1.06 0.14  -0.731
N 0.17 -1.34 0.46  -0.519
N 1.59 -0.26 -1.08  -0.415
N 1.49 0.78 -0.16  -0.706
S -1.09 0.82 1.60  0.514
H 0.41 -1.78 -1.67  0.247
H -0.38 -0.45 -1.42  0.212
H 0.44 -0.54 2.37  0.255
H -3.09 1.35 0.69  0.253
H -2.52 0.16 -0.34  0.248
H -2.03 1.91 -0.49  0.258
H 0.99 -1.90 0.66  0.406
H 2.33 -0.78 -0.87  0.342
H 1.40 1.52 -0.80  0.377
H 2.28 1.00 0.40  0.374


y | This record from the OMol25 dataset describes a gas-phase ion, C3H10N3S (charge +1). The level of theory is the ωB97M-V functional and the def2-TZVPD basis.

Calculated values
net charge	+1
structure (SMILES)	C=[NH+]CNNSC
highest occupied orbital energy	-12.78	eV

Last column: natural (NBO) charge in e.
Geometry (Å):
C -2.67 1.15 0.22  0.117
N -1.55 0.55 0.15  -0.446
C -1.43 -0.97 0.27  -0.101
N -0.16 -1.32 -0.33  -0.468
N 0.99 -1.11 0.38  -0.546
S 1.60 0.57 0.57  0.259
C 2.94 0.58 -0.67  -0.704
H -2.62 2.27 0.28  0.240
H -3.59 0.61 0.38  0.231
H -0.61 0.98 -0.02  0.457
H -1.24 -1.11 1.41  0.237
H -2.18 -1.60 -0.26  0.264
H 0.02 -1.15 -1.33  0.393
H 0.92 -1.33 1.35  0.370
H 2.69 0.35 -1.68  0.230
H 3.72 -0.01 -0.24  0.238
H 3.17 1.56 -0.48  0.227


Which of them is most stable? Easy: w.